Entry 1:
The following is a quantum chemistry calculation of a molecular structure, C61H53NO2P2Pd, from the Open Molecules 2025 dataset.

As for the energy relative to the best compared isomer or geometry (same formula, charge and spin): 89.37 kJ/mol. The value obtained for the LUMO energy is -2.47 eV. As for the frontier orbital gap: 3.42 eV. The charge is 0. For the HOMO energy, the calculation gives -0.216 Eh. The spin multiplicity is 1.

Each line ends with the Löwdin charge.
Positions of all 120 atoms, in Å:
C: -1.0812 5.7547 8.1170  -0.115
C: -1.0452 4.4425 7.6257  -0.094
C: -2.1209 3.9492 6.8763  -0.038
C: -3.2365 4.7657 6.6301  -0.223
C: -4.3794 4.2698 5.7645  -0.124
C: -4.2049 4.3778 4.2304  -0.365
C: -5.5250 4.0535 3.5310  -0.167
O: -5.3369 2.7389 3.0197  -0.039
C: -3.9994 2.3857 3.1084  -0.617
O: -3.6653 1.2561 2.7301  -0.058
N: -3.2683 3.4189 3.6385  0.082
C: -3.3063 6.0385 7.2092  -0.056
C: -2.2278 6.5438 7.9415  -0.101
H: -0.2139 6.1621 8.6421  0.092
H: -0.1732 3.8060 7.8040  0.095
H: -2.0958 2.9381 6.4616  0.105
H: -4.5180 3.1989 5.9838  0.127
H: -5.3052 4.8069 6.0264  0.107
H: -3.9079 5.4004 3.9290  0.130
H: -6.4254 4.0326 4.1623  0.113
H: -5.7057 4.7642 2.7076  0.113
H: -4.2182 6.6208 7.0587  0.106
H: -2.2860 7.5532 8.3533  0.094
C: -2.2570 1.7109 -4.3216  -0.061
C: -2.7154 0.8502 -3.3126  -0.072
C: -2.0171 0.7529 -2.1129  -0.020
C: -0.7865 1.4227 -1.9347  -0.237
C: -0.0345 1.2649 -0.6481  -0.162
C: 0.7385 2.4002 -0.1377  -0.063
C: 0.8133 2.8330 1.1713  0.011
C: 0.5431 1.9984 2.3355  -0.224
C: 1.6102 1.7072 3.2121  -0.049
C: 1.3914 0.9413 4.3505  -0.099
C: 0.0955 0.5201 4.6970  -0.077
C: -0.9621 0.7686 3.8157  -0.071
C: -0.7435 1.4891 2.6399  -0.036
Pd: 0.8761 -0.5799 -1.3645  0.423
P: 2.0393 -0.9574 -3.2642  0.959
C: 2.5495 0.6671 -3.8796  -0.379
C: 2.0661 1.1928 -5.0884  -0.086
C: 2.4707 2.4654 -5.4901  -0.083
C: 3.3397 3.2160 -4.6965  -0.081
C: 3.7949 2.7036 -3.4798  -0.079
C: 3.3982 1.4328 -3.0672  -0.111
C: 3.5923 -1.8768 -3.1180  -0.360
C: 4.6799 -1.6096 -3.9672  -0.094
C: 5.8384 -2.3834 -3.8670  -0.075
C: 5.9194 -3.4089 -2.9213  -0.077
C: 4.8472 -3.6538 -2.0609  -0.069
C: 3.6885 -2.8871 -2.1530  -0.090
C: 1.1404 -1.7313 -4.6378  -0.370
C: 1.8123 -2.4405 -5.6491  -0.068
C: 1.0951 -2.9524 -6.7318  -0.076
C: -0.2897 -2.7814 -6.8070  -0.078
C: -0.9631 -2.1135 -5.7813  -0.072
C: -0.2553 -1.5938 -4.6978  -0.117
P: 0.1727 -2.3761 -0.1945  0.961
C: -1.6116 -2.4063 0.0609  -0.361
C: -2.4184 -3.2067 -0.7682  -0.090
C: -3.8023 -3.0457 -0.7500  -0.084
C: -4.4013 -2.1680 0.1571  -0.068
C: -3.6045 -1.4292 1.0339  -0.051
C: -2.2145 -1.5346 0.9864  -0.097
C: 0.5883 -3.9610 -0.9663  -0.364
C: 1.2804 -4.9597 -0.2566  -0.069
C: 1.8026 -6.0558 -0.9442  -0.076
C: 1.6132 -6.1866 -2.3225  -0.075
C: 0.8456 -5.2442 -3.0112  -0.066
C: 0.3114 -4.1517 -2.3312  -0.122
C: 0.9636 -2.4092 1.4239  -0.374
C: 0.2802 -2.9150 2.5411  -0.082
C: 0.9341 -2.9934 3.7690  -0.071
C: 2.2676 -2.5883 3.8848  -0.083
C: 2.9456 -2.0945 2.7717  -0.083
C: 2.2961 -1.9790 1.5456  -0.097
C: -0.3413 2.2962 -2.9525  -0.028
C: -1.0786 2.4437 -4.1265  -0.067
H: -2.8400 1.8425 -5.2379  0.111
H: -3.6250 0.2627 -3.4647  0.114
H: -2.3931 0.1255 -1.3030  0.111
H: -0.6009 0.7266 0.1289  0.071
H: 1.2884 2.9946 -0.8800  0.094
H: 1.2931 3.8026 1.3677  0.128
H: 2.6064 2.0643 2.9355  0.111
H: 2.2392 0.6842 4.9798  0.097
H: -0.0988 -0.0183 5.6274  0.103
H: -1.9713 0.4220 4.0563  0.105
H: -1.5724 1.6974 1.9570  0.104
H: 1.3727 0.6186 -5.7049  0.108
H: 2.0987 2.8734 -6.4296  0.108
H: 3.6644 4.2028 -5.0253  0.106
H: 4.4622 3.2867 -2.8481  0.108
H: 3.7304 1.0341 -2.1071  0.110
H: 4.6231 -0.8026 -4.7010  0.112
H: 6.6776 -2.1817 -4.5305  0.105
H: 6.8200 -4.0196 -2.8495  0.106
H: 4.9018 -4.4484 -1.3185  0.107
H: 2.8411 -3.0699 -1.4869  0.064
H: 2.8911 -2.5865 -5.5924  0.101
H: 1.6223 -3.4874 -7.5217  0.106
H: -0.8463 -3.1673 -7.6626  0.107
H: -2.0435 -1.9851 -5.8193  0.107
H: -0.7769 -1.0814 -3.8854  0.081
H: -1.9725 -3.9700 -1.4039  0.088
H: -4.4182 -3.6172 -1.4415  0.102
H: -5.4860 -2.0653 0.1908  0.108
H: -4.0521 -0.7527 1.7596  0.092
H: -1.6055 -0.9469 1.6769  0.093
H: 1.4106 -4.8805 0.8241  0.108
H: 2.3703 -6.8119 -0.4015  0.108
H: 2.0529 -7.0271 -2.8629  0.107
H: 0.6535 -5.3548 -4.0791  0.109
H: -0.3106 -3.4267 -2.8611  0.087
H: -0.7586 -3.2353 2.4577  0.111
H: 0.3969 -3.3552 4.6442  0.110
H: 2.7735 -2.6387 4.8495  0.108
H: 3.9867 -1.7794 2.8604  0.108
H: 2.8030 -1.5397 0.6831  0.086
H: 0.6186 2.7952 -2.8198  0.102
H: -0.7256 3.1362 -4.8948  0.109

Entry 2:
The following is a quantum chemistry calculation of a molecular structure, C61H63As2FN8O3TeTi, from the Open Molecules 2025 dataset.

As for the energy relative to the best compared isomer or geometry (same formula, charge and spin): 153.07 kJ/mol. The value obtained for the LUMO energy (spin up / spin down) is -4.17 / -4.18 eV. As for the frontier orbital gap (spin up / spin down): 4.75 / 6.50 eV. The charge is +2. For the HOMO energy (spin up / spin down), the calculation gives -0.328 / -0.393 Eh. The spin multiplicity is 3.

Each line ends with the Löwdin spin population.
Positions of all 140 atoms, in Å:
Ti: 0.1812 -0.0987 0.0264  0.942
C: 2.8312 0.6489 -1.9806  0.001
N: 2.4607 1.0521 -0.6195  0.005
C: 3.3167 0.4024 0.3743  0.003
C: 2.6693 0.4072 1.7159  0.002
N: 1.3635 0.4072 1.9028  0.003
C: 1.1728 0.2880 3.2626  0.002
C: 0.0053 0.2508 4.0224  0.004
C: 0.1374 0.1602 5.3941  0.000
C: 1.3863 0.0924 6.0099  0.002
C: 2.5576 0.1180 5.2728  0.000
C: 2.4318 0.2266 3.8992  0.002
N: 3.3583 0.2998 2.8857  0.000
C: 2.2872 -0.7202 -2.1612  0.005
N: 1.1072 -1.0779 -1.6643  0.009
C: 0.9806 -2.4256 -1.9486  0.002
C: -0.0401 -3.3226 -1.6553  0.002
C: 0.1304 -4.6335 -2.0586  0.001
C: 1.2675 -5.0549 -2.7447  0.000
C: 2.2865 -4.1750 -3.0590  0.000
C: 2.1270 -2.8628 -2.6440  0.001
N: 2.9395 -1.7580 -2.7527  0.002
H: 3.9202 0.6619 -2.1506  0.000
H: 2.3676 1.3353 -2.7014  0.000
H: 2.5532 2.0678 -0.5337  0.000
H: 4.3203 0.8570 0.4323  0.000
H: 3.4415 -0.6471 0.0544  0.000
H: -0.9668 0.2882 3.5537  0.001
H: -0.7497 0.1477 6.0107  0.000
H: 1.4416 0.0265 7.0839  0.000
H: 3.5209 0.0710 5.7516  0.000
H: 4.3590 0.2990 2.9896  0.000
H: -0.9282 -2.9868 -1.1303  0.000
H: -0.6385 -5.3573 -1.8422  0.000
H: 1.3646 -6.0904 -3.0362  0.000
H: 3.1606 -4.4913 -3.6043  0.000
H: 3.8217 -1.7074 -3.2350  0.000
C: -0.3017 3.8031 -0.9657  0.001
C: -0.0827 3.0035 -2.2554  0.001
As: -1.0340 1.2420 -2.2409  0.009
C: -2.6659 1.8281 -3.2151  0.004
C: -3.3755 0.8713 -3.9344  0.000
C: -4.5102 1.2118 -4.6482  0.000
C: -4.9597 2.5204 -4.6574  0.000
C: -4.2614 3.4831 -3.9507  0.000
C: -3.1260 3.1398 -3.2313  0.000
C: -0.2605 0.4176 -3.8601  0.000
C: -0.5405 -0.9331 -4.0575  0.000
C: -0.0270 -1.6177 -5.1435  0.000
C: 0.7607 -0.9525 -6.0688  0.000
C: 1.0163 0.3986 -5.9053  0.000
C: 0.5154 1.0788 -4.8053  0.000
As: -0.2413 2.6140 0.6525  0.000
C: -2.0421 2.8631 1.3617  -0.001
C: -3.1462 3.0913 0.5512  0.000
C: -4.4011 3.2821 1.1043  0.000
C: -4.5799 3.2014 2.4736  0.000
C: -3.5015 2.8970 3.2874  0.000
C: -2.2437 2.7283 2.7350  0.000
C: 0.7735 3.9165 1.7694  0.000
C: 2.1211 4.0645 1.4491  0.000
C: 2.9373 4.9559 2.1185  0.000
C: 2.4181 5.7159 3.1528  0.000
C: 1.0827 5.5793 3.4905  0.000
C: 0.2647 4.6954 2.8022  0.000
H: -1.2571 4.3361 -0.9839  0.000
H: 0.4804 4.5669 -0.8585  0.000
H: 0.9919 2.8039 -2.3602  0.000
H: -0.3896 3.5885 -3.1329  0.000
H: -3.0171 -0.1507 -3.9501  0.000
H: -5.0417 0.4543 -5.2014  0.000
H: -5.8442 2.7898 -5.2133  0.000
H: -4.5968 4.5091 -3.9557  0.000
H: -2.6019 3.9194 -2.6904  0.000
H: -1.1617 -1.4527 -3.3310  0.000
H: -0.2380 -2.6694 -5.2643  0.000
H: 1.1653 -1.4817 -6.9172  0.000
H: 1.6028 0.9277 -6.6402  0.000
H: 0.7148 2.1401 -4.7034  0.000
H: -3.0397 3.1017 -0.5308  0.000
H: -5.2398 3.4976 0.4594  0.000
H: -5.5577 3.3536 2.9044  0.000
H: -3.6405 2.7955 4.3551  0.000
H: -1.3967 2.4803 3.3708  0.000
H: 2.5399 3.4813 0.6310  0.000
H: 3.9732 5.0610 1.8323  0.000
H: 3.0471 6.4166 3.6797  0.000
H: 0.6694 6.1711 4.2918  0.000
H: -0.7829 4.6285 3.0656  0.000
F: 3.6088 -5.5418 1.6787  -0.006
C: 2.4478 -5.1302 2.2610  0.021
C: 1.8600 -3.9957 1.7392  0.119
C: 0.6537 -3.5051 2.2583  0.009
C: 0.0328 -2.3419 1.7043  0.225
O: 0.5948 -1.7184 0.7130  0.098
C: -1.2272 -1.9509 2.2590  0.015
C: -1.7723 -2.6775 3.2864  0.152
N: -1.1490 -3.7564 3.8421  0.086
C: -1.8231 -4.5030 4.8637  0.006
C: -1.2391 -4.5473 6.2495  0.002
C: -2.4936 -3.7765 5.9874  0.000
C: 0.0581 -4.2033 3.3396  0.021
C: 0.6930 -5.3199 3.8624  0.037
C: 1.8902 -5.8271 3.3272  0.110
N: 2.4482 -6.9784 3.9330  0.026
C: 1.5823 -8.1246 4.1426  0.007
C: 1.9805 -8.7553 5.4906  0.000
N: 3.3910 -8.3670 5.7497  0.002
C: 4.1961 -8.5416 4.5153  0.000
C: 3.7691 -7.4335 3.5343  0.002
C: -2.0371 -0.8488 1.6690  0.002
O: -3.2051 -0.6896 1.9932  -0.002
O: -1.4597 -0.1054 0.7636  0.028
H: 2.3100 -3.5014 0.8915  0.009
H: -2.7470 -2.4228 3.6744  0.008
H: -2.2939 -5.4098 4.4908  0.002
H: -0.3335 -3.9875 6.4242  0.001
H: -1.3024 -5.4743 6.8043  0.000
H: -2.4298 -2.7003 6.0017  0.000
H: -3.4291 -4.1620 6.3609  0.000
H: 0.2644 -5.8158 4.7150  0.003
H: 1.7029 -8.8559 3.3330  0.001
H: 0.5389 -7.8212 4.1574  0.000
H: 1.9013 -9.8415 5.4584  0.000
H: 1.3613 -8.3854 6.3054  0.000
H: 3.7830 -8.8782 6.5458  0.000
H: 3.3859 -7.3551 5.9468  0.001
H: 4.0027 -9.5377 4.1130  0.000
H: 5.2584 -8.4669 4.7448  0.000
H: 3.7864 -7.8331 2.5116  0.001
H: 4.4645 -6.5945 3.5865  0.000
C: -4.2627 -2.4091 -2.7067  0.000
Te: -3.3887 -1.3581 -1.0113  0.003
C: -3.4780 -3.2075 0.1250  0.001
H: -5.1466 -2.9468 -2.3907  0.000
H: -3.5500 -3.1075 -3.1317  0.000
H: -4.5625 -1.6989 -3.4626  0.000
H: -3.5964 -4.0292 -0.5693  0.000
H: -4.3201 -3.1752 0.8058  0.000
H: -2.5649 -3.3348 0.6931  0.001

Ordered E results: -3372.0424, -8714.5616; unit Ha.